(1)
{"formula": "C5H20NO6", "method": "wB97M-V/def2-TZVPD", "lumo_energy_ha": 0.1217, "orbital_gap_ev": 7.8, "molar_mass_g_mol": 190.2, "fmax_ev_per_a": 2.19, "total_energy_ev": -19285.6183, "total_charge": -1, "e_above_lowest_kcal_mol": 21.8, "species": ["C", "N", "C", "O", "C", "C", "C", "O", "H", "H", "H", "H", "H", "H", "H", "H", "H", "H", "H", "H", "H", "H", "O", "H", "H", "O", "H", "H", "O", "H", "H", "O"], "coordinates": [[0.4242, 1.5458, -0.3495], [-0.6901, 0.6468, 0.0081], [-1.8767, 1.2536, 0.7065], [-2.0560, 0.8629, 2.0089], [0.8758, 1.2612, -1.7872], [1.1110, -0.2526, -2.0778], [2.2557, -0.8136, -1.2535], [3.5552, -0.3734, -1.6260], [1.1762, 1.4377, 0.4373], [0.1239, 2.5977, -0.3029], [-0.3718, -0.1977, 0.4412], [-2.7601, 1.0759, 0.0692], [-1.6610, 2.3416, 0.7213], [0.1401, 1.6507, -2.4896], [1.8159, 1.8271, -1.9195], [0.1549, -0.7726, -2.0182], [1.3035, -0.2495, -3.1634], [2.2815, -1.9053, -1.3569], [1.9879, -0.6047, -0.2129], [3.4938, 0.5684, -1.5389], [-1.6965, -0.8757, -1.2488], [-1.8363, -2.3865, -1.0128], [-1.8228, -1.7302, -1.7192], [-0.2499, 1.8309, 2.3586], [0.8635, 1.5462, 3.3492], [0.5219, 2.2451, 2.8011], [0.4529, -3.4501, 1.6166], [-0.6838, -2.3101, 1.6532], [-0.0181, -2.7976, 1.0947], [-1.9482, -0.5195, 2.3262], [-2.8522, -1.8415, 2.0409], [-2.0147, -1.6112, 2.4440]], "forces_ev_per_angstrom": [[-0.773, -0.750, 0.156], [-0.851, 1.136, -0.745], [0.659, 0.064, 0.795], [0.556, -0.293, -0.171], [0.773, -0.509, 0.875], [0.022, 1.755, -1.302], [-1.049, -1.424, -0.208], [-0.386, -0.176, 0.157], [0.561, 0.086, -0.475], [-0.270, -0.176, 0.143], [0.100, -0.273, 0.534], [-0.086, -0.063, 0.050], [-0.273, -0.018, -0.494], [-0.059, 0.057, 0.012], [-0.163, -0.065, -0.357], [0.405, -0.245, 0.613], [0.502, -0.473, 0.190], [-0.026, 0.196, 0.082], [0.533, -0.011, 0.174], [0.384, 0.915, -0.055], [0.074, -0.356, -0.135], [0.184, 0.076, 0.037], [-0.281, 0.367, 0.232], [-0.184, -0.057, 0.475], [0.091, -0.388, 0.299], [-0.184, 0.316, -0.521], [-0.229, 0.187, 0.246], [0.004, -0.475, 0.169], [0.056, 0.260, -0.475], [-0.516, -0.342, -0.382], [-0.133, 0.045, -0.068], [0.561, 0.633, 0.151]]}


(2)
{"formula": "C5H20O5", "method": "wB97M-V/def2-TZVPD", "lumo_energy_ha": 0.0126, "orbital_gap_ev": 8.7, "molar_mass_g_mol": 160.2, "fmax_ev_per_a": 5.26, "total_energy_ev": -15741.1787, "e_above_lowest_kcal_mol": 118.7, "species": ["C", "O", "H", "H", "H", "H", "C", "O", "H", "H", "H", "H", "C", "O", "H", "H", "H", "H", "C", "O", "H", "H", "H", "H", "C", "O", "H", "H", "H", "H"], "coordinates": [[34.2400, 8.5215, 5.9780], [34.2083, 9.4883, 4.9185], [35.0228, 8.7855, 6.6891], [33.2692, 8.5101, 6.4735], [34.5231, 7.5831, 5.5011], [35.0970, 9.8427, 4.8394], [36.8313, 9.5228, 4.8185], [36.0106, 10.6191, 4.4398], [37.5747, 9.1654, 4.1060], [37.4005, 9.7895, 5.7090], [36.3722, 8.5814, 5.1203], [36.5230, 11.3678, 4.1258], [33.4380, 7.8672, 2.5944], [32.8321, 8.9122, 3.3416], [33.0520, 7.8539, 1.5751], [34.5003, 8.1115, 2.5990], [33.2618, 6.9031, 3.0714], [33.4222, 9.1029, 4.0745], [31.4489, 10.0029, 7.8457], [31.8240, 9.1806, 8.8536], [32.1598, 9.8589, 7.0322], [30.4211, 9.8932, 7.4996], [31.4899, 11.0313, 8.2047], [32.7320, 9.3417, 9.1204], [35.0300, 5.4410, 3.6715], [35.5289, 6.1384, 2.5529], [34.4129, 4.6293, 3.2862], [35.7711, 5.1261, 4.4062], [34.4700, 6.1590, 4.2707], [35.0313, 5.8244, 1.7943]], "forces_ev_per_angstrom": [[-0.031, 0.499, -0.590], [0.193, -0.768, 5.199], [-0.154, 0.013, 0.292], [0.217, -0.461, -0.134], [-0.356, -0.382, 0.546], [-2.015, 0.452, -0.203], [3.195, -0.506, 0.771], [2.917, 0.906, -1.090], [-0.153, 0.590, -0.613], [0.146, 0.212, 0.120], [-0.927, 0.613, -0.463], [0.175, -0.056, 0.033], [-0.430, 1.593, 0.830], [-3.403, -1.654, -3.598], [0.028, 0.006, -0.092], [0.154, -0.505, -0.400], [-0.122, -0.035, -0.271], [-0.125, 0.234, -0.440], [0.355, 2.031, -1.341], [-0.115, -2.299, 2.221], [-0.485, 0.564, -0.567], [0.096, -0.739, 0.183], [0.126, 0.477, -0.331], [-0.104, 0.141, -0.139], [-0.378, 0.480, 0.330], [1.142, -0.568, -0.204], [-0.085, -0.192, 0.783], [0.619, -0.493, -0.671], [-0.648, -0.352, -0.102], [0.167, 0.200, -0.061]]}


(3)
{"formula": "C5H20O9", "method": "wB97M-V/def2-TZVPD", "lumo_energy_ha": 0.0098, "orbital_gap_ev": 10.7, "smiles": "O=CCCCC(=O)O.O.O.O.O.O.O", "molar_mass_g_mol": 224.2, "fmax_ev_per_a": 8.12, "total_energy_ev": -23934.2508, "e_above_lowest_kcal_mol": 93.2, "species": ["O", "C", "C", "C", "C", "C", "O", "O", "H", "H", "H", "H", "H", "H", "H", "H", "O", "H", "H", "O", "H", "H", "O", "H", "H", "O", "H", "H", "O", "H", "H", "O", "H", "H"], "coordinates": [[-0.3875, 1.6722, -3.1240], [0.3311, 0.7529, -3.0798], [-0.0962, -0.3495, -2.1775], [0.3599, -0.1957, -0.7129], [1.9208, -0.4438, -0.4159], [2.0418, -0.9422, 0.9186], [1.2927, -0.7386, 1.8123], [3.1385, -1.8073, 1.2540], [1.2083, 0.7737, -3.6202], [0.3368, -1.2955, -2.6323], [-1.1593, -0.6302, -2.1541], [-0.2136, -1.0491, -0.1672], [0.1178, 0.6525, -0.1855], [2.4802, 0.5322, -0.5054], [2.3708, -1.1128, -1.1999], [3.4986, -1.8028, 2.1204], [-2.6456, 1.8458, -1.8027], [-2.9930, 2.6770, -2.0037], [-1.8937, 1.5757, -2.4081], [-1.7446, 0.0914, 4.2392], [-1.0269, -0.5316, 4.0902], [-1.0992, 0.7208, 4.6181], [1.0125, 3.9304, -0.7333], [0.2232, 4.2172, -1.1513], [0.7067, 2.9971, -0.5330], [-1.5845, -1.5920, 1.7888], [-1.0168, -0.8276, 2.0592], [-2.1752, -1.2645, 1.0299], [0.5966, -3.1314, -0.1796], [1.4602, -2.9442, 0.1101], [0.0862, -2.9068, 0.4731], [-2.5013, 0.5259, 0.9659], [-2.2691, 0.0782, 0.1353], [-3.4011, 0.8378, 0.9638]], "forces_ev_per_angstrom": [[-2.048, 4.204, -1.245], [-1.412, -2.427, 2.212], [1.594, -2.723, -0.186], [1.023, -4.256, 0.144], [-0.626, 0.905, -3.574], [2.469, -2.090, 3.890], [-1.351, 1.030, 0.744], [-0.659, 0.698, -4.146], [2.527, -0.423, -1.243], [-0.082, 0.691, 0.976], [0.052, 1.051, -0.425], [1.223, 1.663, -0.900], [-1.003, 2.356, 0.598], [-0.420, -0.905, 0.252], [-0.361, 0.454, 0.949], [-0.398, 0.458, 1.565], [1.180, -2.925, 0.407], [-0.483, 1.881, -0.856], [-1.138, 1.237, 0.704], [1.745, 0.626, 0.580], [-0.568, -1.279, -0.511], [-1.148, 0.701, 0.122], [0.166, -2.488, 0.871], [-1.101, 1.008, -0.819], [0.888, 1.432, -0.055], [0.184, -0.224, -1.324], [-1.115, -0.740, -0.694], [1.417, -0.722, 2.664], [3.148, -2.474, -6.418], [1.783, -0.148, 0.474], [-5.015, 1.881, 6.104], [0.684, 0.243, -0.169], [-0.760, 1.204, -0.106], [-0.394, 0.098, -0.588]]}


(4)
{"formula": "C5H21AgNO7", "method": "wB97M-V/def2-TZVPD", "multiplicity": 2, "lumo_energy_ha": [0.1607, 0.1607], "s_squared": 0.756, "orbital_gap_ev": [4.1, 3.4], "molar_mass_g_mol": 315.1, "fmax_ev_per_a": 1.85, "total_energy_ev": -25340.4431, "total_charge": -2, "species": ["Ag", "O", "H", "O", "H", "O", "H", "O", "H", "C", "C", "C", "O", "C", "N", "H", "H", "H", "H", "H", "H", "H", "H", "H", "H", "H", "O", "H", "H", "C", "O", "H", "H", "H", "H"], "coordinates": [[1.0615, 0.1771, 1.1190], [1.0870, -2.0042, 0.8326], [1.0828, -2.4297, -0.0309], [2.8555, 0.1764, 2.6265], [3.7686, -0.0899, 2.4665], [-0.3128, -0.2970, 2.9562], [-1.0290, 0.3327, 2.7987], [1.2674, 2.3371, 1.2244], [0.8895, 2.6778, 0.4030], [-1.1511, -0.9209, -1.3552], [-1.4531, 0.5678, -1.2281], [-2.9191, 0.8073, -1.6455], [-3.3074, 2.1443, -1.4000], [-4.3615, 2.5407, -2.2173], [-1.1782, 0.9696, 0.1773], [-0.0998, -1.0916, -1.0979], [-1.3622, -1.3406, -2.3412], [-1.6659, -1.4572, -0.5553], [-0.8455, 1.2225, -1.8601], [-3.5891, 0.1275, -1.0951], [-3.0367, 0.5899, -2.7248], [-4.7542, 3.4702, -1.8068], [-5.1580, 1.7840, -2.2379], [-4.0198, 2.7163, -3.2489], [-1.3386, 1.9755, 0.2249], [-1.9072, 0.5698, 0.7714], [2.5247, 0.4660, -0.8347], [2.2911, 0.0955, -1.6920], [3.2302, 1.1025, -0.9842], [4.1288, -3.0368, 2.3237], [3.7056, -2.4599, 1.1372], [3.7584, -4.0766, 2.4488], [5.2335, -3.0935, 2.3354], [3.8204, -2.4473, 3.1940], [2.7845, -2.1054, 1.3168]], "forces_ev_per_angstrom": [[0.564, 0.031, 1.758], [-0.057, 0.123, 0.096], [0.198, 0.195, -0.099], [0.190, -0.087, 0.071], [-0.094, -0.053, -0.380], [-0.652, 0.129, -0.312], [0.054, 0.107, 0.222], [-0.150, 0.002, -0.164], [-0.032, -0.131, -0.042], [0.723, 0.294, 0.222], [-0.895, 0.046, 0.816], [0.425, -0.283, -0.193], [0.226, 0.091, 0.098], [-0.094, 0.086, -0.013], [-1.177, 0.239, -1.400], [-0.088, 0.044, -0.126], [-0.178, 0.014, -0.015], [-0.217, -0.076, -0.178], [0.224, -0.281, -0.084], [0.078, 0.010, 0.001], [0.076, -0.008, 0.159], [-0.095, 0.048, -0.082], [-0.064, 0.089, -0.009], [-0.092, -0.036, 0.008], [0.395, -0.094, 0.279], [0.469, -0.273, 0.161], [0.112, -0.111, -0.723], [0.126, -0.048, 0.002], [-0.048, 0.106, 0.238], [0.419, -0.271, 0.321], [-0.097, 0.022, 0.095], [0.001, 0.152, 0.046], [-0.149, -0.003, -0.024], [-0.064, -0.008, 0.008], [-0.035, -0.065, -0.756]]}


(5)
{"formula": "C5H21BaO6", "method": "wB97M-V/def2-TZVPD", "lumo_energy_ha": -0.1623, "orbital_gap_ev": 7.8, "molar_mass_g_mol": 314.5, "fmax_ev_per_a": 1.89, "total_energy_ev": -18497.7133, "total_charge": 1, "e_above_lowest_kcal_mol": 4.7, "species": ["Ba", "O", "H", "C", "O", "H", "H", "H", "H", "C", "O", "H", "H", "H", "H", "C", "O", "H", "H", "H", "H", "C", "O", "H", "H", "H", "H", "C", "O", "H", "H", "H", "H"], "coordinates": [[40.3541, 14.3706, 23.5448], [38.8688, 13.5956, 25.5357], [38.3867, 14.4129, 25.6745], [39.5392, 10.2897, 23.4604], [39.5026, 11.7208, 23.6566], [38.5347, 9.8867, 23.5717], [39.8919, 10.0966, 22.4532], [40.1887, 9.8369, 24.2050], [38.8934, 11.9118, 24.3909], [39.5528, 15.1454, 28.9147], [39.1885, 15.5150, 27.5761], [40.3813, 14.4262, 28.9243], [39.8955, 16.0250, 29.4518], [38.7131, 14.6991, 29.4516], [39.0750, 14.6921, 27.0866], [37.1361, 15.8590, 23.7302], [38.2559, 16.1999, 22.8705], [36.6850, 14.9177, 23.4122], [37.4395, 15.7332, 24.7637], [36.3324, 16.5859, 23.6211], [38.5851, 17.0645, 23.1445], [35.4322, 12.6242, 25.8047], [36.6252, 11.8974, 25.6889], [35.4022, 13.2370, 26.7197], [35.2744, 13.3186, 24.9629], [34.5960, 11.9332, 25.8575], [37.3669, 12.5169, 25.7865], [39.5102, 11.0403, 28.2060], [39.6523, 11.2523, 26.8107], [40.1875, 11.6718, 28.7940], [38.4814, 11.1987, 28.5450], [39.7711, 10.0062, 28.4237], [39.4865, 12.1823, 26.6157]], "forces_ev_per_angstrom": [[-1.101, -1.237, 0.903], [0.949, 0.772, -1.121], [-0.506, -0.060, 0.034], [-0.145, 0.146, 0.144], [0.076, 0.548, -0.164], [-0.003, 0.000, -0.024], [0.102, 0.006, -0.037], [0.066, -0.026, -0.021], [0.105, -0.096, 0.022], [0.144, -0.183, -0.101], [0.213, 0.076, 0.359], [-0.097, 0.054, -0.106], [-0.144, 0.156, -0.109], [-0.042, 0.089, -0.028], [0.222, -0.183, 0.227], [-0.697, -0.122, -0.356], [0.468, -0.598, 0.553], [0.465, -0.057, -0.256], [-0.028, 0.383, 0.147], [0.238, 0.246, 0.205], [-0.323, 0.187, -0.149], [-0.267, 0.665, 0.249], [0.286, -0.148, -0.094], [0.043, -0.165, -0.071], [-0.056, -0.210, -0.018], [-0.006, -0.078, -0.132], [-0.023, -0.131, 0.015], [0.001, -0.071, 0.184], [0.268, -0.124, -0.023], [-0.080, 0.023, -0.085], [0.032, 0.065, -0.065], [-0.005, -0.016, -0.122], [-0.155, 0.089, 0.041]]}


(6)
{"formula": "C5H21BaO6", "method": "wB97M-V/def2-TZVPD", "lumo_energy_ha": -0.1765, "orbital_gap_ev": 7.5, "molar_mass_g_mol": 314.5, "fmax_ev_per_a": 2.26, "total_energy_ev": -18497.0596, "total_charge": 1, "e_above_lowest_kcal_mol": 19.7, "species": ["Ba", "O", "H", "C", "O", "H", "H", "H", "H", "C", "O", "H", "H", "H", "H", "C", "O", "H", "H", "H", "H", "C", "O", "H", "H", "H", "H", "C", "O", "H", "H", "H", "H"], "coordinates": [[-2.2306, 0.2841, 2.1523], [-0.1350, -0.1274, 0.5449], [0.7087, -0.0232, 0.0958], [-3.9107, 1.6120, -1.0348], [-2.7685, 1.4872, -0.2080], [-3.8871, 2.5685, -1.5612], [-4.1020, 0.7973, -1.7356], [-4.8104, 1.6683, -0.4150], [-1.9548, 1.5470, -0.7489], [-1.2395, -1.4058, -2.3176], [-1.0841, -2.1193, -1.0746], [-2.0841, -1.8318, -2.8542], [-1.4631, -0.3487, -2.1423], [-0.2792, -1.5264, -2.8210], [-0.6655, -1.4703, -0.4641], [2.2082, -3.1535, 0.9636], [2.2808, -1.8383, 0.4549], [3.0373, -3.7572, 0.5953], [2.3085, -3.1812, 2.0528], [1.2971, -3.6740, 0.6595], [1.4273, -1.4056, 0.5877], [2.1908, 0.7292, 3.0388], [1.1307, -0.2145, 2.9009], [3.0817, 0.2265, 2.6513], [1.9943, 1.6398, 2.4663], [2.3254, 0.9407, 4.0967], [0.7629, -0.2431, 1.9975], [1.2405, 2.3113, -1.5049], [-0.0376, 2.2395, -0.8669], [2.0542, 2.3223, -0.7800], [1.3859, 1.4266, -2.1389], [1.2611, 3.1251, -2.2237], [-0.0434, 1.3950, -0.3666]], "forces_ev_per_angstrom": [[1.724, -0.142, -1.456], [-0.985, 0.265, 0.774], [0.050, 0.074, -0.137], [-1.308, 0.776, -0.344], [0.513, -0.746, 0.553], [0.156, -0.176, -0.159], [0.601, -0.102, 0.038], [0.246, -0.066, 0.259], [-0.099, 0.267, 0.051], [0.388, -0.577, 0.921], [-0.486, 0.783, 0.283], [0.232, -0.147, -0.212], [0.149, 0.077, -0.055], [-0.340, 0.286, -0.643], [-0.170, -0.481, -0.298], [0.072, -0.601, 0.332], [0.064, 0.304, -0.258], [0.093, 0.327, -0.291], [-0.229, 0.158, 0.056], [-0.108, 0.116, 0.026], [0.260, -0.708, 0.157], [0.150, -0.745, -0.565], [-1.277, 0.051, 0.813], [0.189, 0.427, 0.085], [0.073, 0.067, 0.145], [-0.056, 0.107, -0.056], [0.464, 0.256, -0.038], [-0.206, -0.928, -0.719], [-0.151, -0.195, 0.211], [0.020, 0.430, -0.015], [0.032, -0.099, 0.151], [0.013, 0.413, 0.480], [-0.075, 0.528, -0.089]]}